(1)
Here is a structure of composition C44H40CsF6N13O7S2Te in a non-equilibrium geometry from the Open Molecules 2025 dataset. Energies are from ωB97M-V/def2-TZVPD.

For the HOMO-LUMO gap, the calculation gives 4.69 eV. As for the LUMO energy: 3.20 eV. The calculation puts the total energy at -4622.9972 Eh. The energy relative to the best compared isomer or geometry (same formula, charge and spin) is 32.6 kcal/mol. The net charge is -2. As for the multiplicity: 1.

Each line ends with the Löwdin charge.
CARTESIAN COORDINATES (ANGSTROEM)
Cs  -20.482  -0.904  15.681  0.834
C  -17.419  -3.302  12.196  -0.090
C  -18.144  -2.297  12.840  -0.164
N  -19.483  -2.341  12.985  0.055
C  -20.184  -3.394  12.551  -0.176
C  -19.511  -4.451  11.831  -0.168
C  -18.106  -4.335  11.618  -0.047
C  -20.248  -5.502  11.229  -0.111
C  -21.632  -5.494  11.274  -0.137
C  -22.330  -4.517  11.954  -0.065
C  -21.625  -3.541  12.742  -0.198
N  -22.200  -2.796  13.752  0.027
C  -23.369  -3.171  14.319  -0.255
C  -23.879  -4.483  14.476  -0.071
C  -25.188  -4.715  14.925  -0.109
C  -25.994  -3.643  15.288  -0.083
C  -25.493  -2.311  15.339  -0.190
C  -26.226  -1.270  15.943  -0.021
C  -25.602  -0.031  16.137  -0.075
C  -24.298  0.066  15.729  -0.198
N  -23.577  -0.854  15.123  0.058
C  -24.170  -2.059  14.864  -0.148
H  -16.323  -3.226  12.091  0.100
H  -17.656  -1.457  13.318  0.052
H  -17.681  -5.016  10.910  0.094
H  -19.723  -6.348  10.768  0.088
H  -22.146  -6.234  10.680  0.086
H  -23.430  -4.500  12.028  0.106
H  -23.250  -5.346  14.327  0.104
H  -25.572  -5.702  15.074  0.084
H  -27.025  -3.827  15.562  0.088
H  -27.273  -1.369  16.245  0.112
H  -26.021  0.808  16.643  0.093
H  -23.755  1.003  15.904  0.109
N  -18.881  1.073  19.133  0.070
C  -18.048  1.093  20.204  -0.151
C  -17.041  1.992  19.934  -0.195
N  -17.160  2.384  18.615  0.030
C  -18.318  1.909  18.215  -0.217
H  -19.863  0.639  19.034  0.121
H  -18.259  0.481  21.062  0.098
H  -16.179  2.237  20.588  0.092
H  -18.692  2.052  17.237  0.073
N  -17.659  1.320  11.709  0.132
N  -17.421  1.588  13.068  -0.251
N  -16.751  2.586  13.646  0.103
C  -16.715  2.207  14.973  -0.201
N  -17.309  1.016  15.152  0.009
N  -17.785  0.612  13.967  0.040
H  -17.635  2.263  11.289  0.084
H  -18.638  1.034  11.706  0.074
H  -16.253  2.818  15.735  0.089
Te  -15.193  -1.081  17.742  1.361
C  -14.305  -2.967  17.633  -0.595
C  -13.257  -3.448  18.416  -0.145
C  -12.672  -4.677  18.127  -0.095
C  -13.033  -5.381  16.945  -0.092
C  -14.149  -4.970  16.235  -0.091
C  -14.792  -3.773  16.590  -0.151
C  -13.634  0.140  16.976  -0.538
C  -13.662  1.480  17.341  -0.167
C  -12.897  2.434  16.668  -0.082
C  -12.184  2.006  15.547  -0.124
C  -12.266  0.732  15.041  -0.092
C  -12.962  -0.217  15.817  -0.135
H  -12.880  -2.729  19.187  0.108
H  -11.928  -5.074  18.788  0.084
H  -12.450  -6.258  16.584  0.107
H  -14.425  -5.551  15.417  0.080
H  -15.690  -3.475  16.044  0.086
H  -14.226  1.723  18.216  0.067
H  -12.728  3.427  17.065  0.100
H  -11.549  2.746  15.029  0.102
H  -11.829  0.452  14.082  0.102
H  -13.035  -1.278  15.519  0.099
F  -23.423  0.673  21.879  0.094
C  -22.357  0.611  21.019  -0.542
F  -21.913  1.871  20.795  0.108
F  -21.343  -0.081  21.630  0.082
S  -22.739  -0.260  19.305  0.605
O  -23.898  0.296  18.721  -0.257
O  -21.453  -0.041  18.653  -0.411
N  -22.894  -1.782  19.636  -0.314
S  -23.802  -3.030  19.292  0.633
O  -24.814  -2.590  18.337  -0.298
O  -24.168  -3.857  20.421  -0.305
C  -22.679  -4.247  18.266  -0.537
F  -21.777  -4.749  19.119  0.101
F  -21.908  -3.540  17.320  0.024
F  -23.318  -5.260  17.638  0.127
C  -23.542  3.210  12.440  -0.090
C  -22.759  4.308  11.755  -0.168
C  -21.321  4.505  12.356  -0.311
C  -20.610  5.427  11.390  -0.215
C  -19.103  5.592  11.413  -0.087
C  -21.363  5.167  13.695  -0.457
O  -21.718  6.294  13.859  0.091
N  -21.161  4.324  14.739  0.202
C  -20.775  2.972  14.775  -0.528
O  -20.755  2.309  15.821  -0.068
N  -20.486  2.463  13.550  0.172
C  -20.673  3.120  12.429  -0.476
O  -20.251  2.585  11.363  -0.034
H  -24.575  3.292  12.039  0.075
H  -23.656  3.350  13.510  0.075
H  -23.239  2.186  12.129  0.099
H  -23.320  5.229  11.877  0.115
H  -22.668  4.049  10.704  0.114
H  -21.124  6.423  11.560  0.131
H  -20.903  5.105  10.387  0.108
H  -18.729  6.010  12.373  0.086
H  -18.857  6.378  10.670  0.069
H  -18.546  4.731  11.046  0.056
H  -21.526  4.689  15.611  0.156

***

(2)
Here is a cluster of 9 separate species, C7H32N14O9 in total in a non-equilibrium geometry from the Open Molecules 2025 dataset. Energies are from ωB97M-V/def2-TZVPD.

For the HOMO-LUMO gap, the calculation gives 9.73 eV. As for the LUMO energy: 0.24 eV. The calculation puts the total energy at -1729.9557 Eh. The energy relative to the best compared isomer or geometry (same formula, charge and spin) is 21.4 kcal/mol. As for the multiplicity: 1. Its SMILES is NC(N)=O.NC(N)=O.NC(N)=O.NC(N)=O.NC(N)=O.NC(N)=O.NC(N)=O.O.O.

Each line ends with the Löwdin charge.
CARTESIAN COORDINATES (ANGSTROEM)
N  4.443  -6.230  -13.893  0.226
C  4.226  -5.034  -14.398  -0.632
N  4.672  -3.821  -13.853  0.186
O  3.732  -4.902  -15.520  -0.044
H  4.712  -6.423  -12.948  0.102
H  3.942  -6.955  -14.373  0.063
H  4.002  -3.148  -14.113  0.073
H  4.965  -3.895  -12.881  0.078
N  -1.426  -5.984  -12.184  0.162
C  -0.544  -6.069  -11.072  -0.624
N  -0.233  -7.398  -10.775  0.145
O  -0.274  -5.113  -10.390  0.004
H  -1.318  -5.070  -12.643  0.056
H  -1.479  -6.733  -12.839  0.080
H  0.369  -7.668  -9.997  0.094
H  -0.240  -7.987  -11.597  0.080
N  1.756  -7.341  -13.194  0.134
C  2.204  -8.261  -14.181  -0.621
N  1.327  -8.169  -15.268  0.158
O  3.260  -8.853  -14.053  0.033
H  2.390  -7.359  -12.429  0.052
H  1.448  -6.431  -13.482  0.049
H  0.875  -7.230  -15.425  0.110
H  1.519  -8.752  -16.061  0.077
N  2.385  -4.451  -10.702  0.199
C  3.392  -5.334  -10.587  -0.599
N  3.094  -6.666  -10.043  0.133
O  4.560  -5.043  -10.867  -0.011
H  2.650  -3.642  -11.224  0.076
H  1.512  -4.647  -10.334  0.021
H  2.231  -6.671  -9.490  0.072
H  3.849  -7.232  -9.719  0.083
N  2.826  -6.175  -18.054  0.136
C  2.651  -7.567  -18.362  -0.685
N  3.467  -8.382  -17.661  0.140
O  1.977  -7.934  -19.291  0.034
H  2.483  -5.597  -18.801  0.084
H  3.104  -5.749  -17.160  0.042
H  3.750  -9.253  -18.089  0.116
H  3.898  -8.022  -16.813  0.096
N  -3.517  -4.757  -16.250  0.137
C  -2.372  -4.611  -15.449  -0.621
N  -1.234  -5.009  -16.108  0.144
O  -2.516  -4.160  -14.309  -0.013
H  -3.340  -5.340  -17.043  0.078
H  -4.439  -4.559  -15.976  0.081
H  -1.377  -5.052  -17.130  0.114
H  -0.303  -4.861  -15.625  0.065
N  1.562  -1.745  -11.222  0.126
C  0.851  -2.059  -12.387  -0.635
N  -0.357  -2.544  -12.220  0.207
O  1.357  -1.815  -13.517  -0.036
H  2.287  -1.048  -11.415  0.119
H  1.227  -1.802  -10.264  0.112
H  -0.922  -2.706  -13.052  0.108
H  -0.711  -2.838  -11.312  0.115
O  0.478  -1.547  -16.056  -0.077
H  0.358  -1.141  -15.205  -0.007
H  1.323  -2.052  -15.961  0.038
O  1.177  -4.701  -14.726  -0.058
H  1.965  -4.953  -15.199  -0.002
H  1.187  -3.757  -14.537  0.025

***

(3)
Here is a structure of composition C27H20N15O2Rh in a non-equilibrium geometry from the Open Molecules 2025 dataset. Energies are from ωB97M-V/def2-TZVPD.

For the HOMO-LUMO gap, the calculation gives 6.45 eV. As for the LUMO energy: -1.52 eV. The calculation puts the total energy at -2123.3225 Eh. The energy relative to the best compared isomer or geometry (same formula, charge and spin) is 9.3 kcal/mol. As for the multiplicity: 1.

Each line ends with the Löwdin charge.
CARTESIAN COORDINATES (ANGSTROEM)
Rh  0.305  -0.617  -0.238  1.215
O  -1.235  4.495  0.555  0.059
C  -0.703  4.516  -0.683  -0.262
C  -0.573  5.765  -1.291  -0.012
C  -0.077  5.868  -2.573  -0.071
C  0.308  4.732  -3.286  -0.079
C  0.220  3.501  -2.676  -0.013
C  -0.274  3.370  -1.372  -0.079
C  -0.272  2.026  -0.774  -0.382
O  0.390  1.099  -1.348  -0.094
N  -0.990  1.849  0.347  0.078
N  -0.869  0.566  0.766  -0.164
C  -1.529  0.086  1.760  -0.025
C  -1.298  -1.345  1.990  -0.229
C  -1.952  -2.103  2.945  0.006
C  -1.696  -3.464  3.006  -0.033
C  -0.788  -4.030  2.126  -0.030
C  -0.146  -3.212  1.211  -0.080
N  -0.391  -1.906  1.150  -0.039
H  -1.354  3.559  0.816  0.066
H  -0.882  6.638  -0.732  0.118
H  0.013  6.846  -3.027  0.106
H  0.677  4.817  -4.298  0.103
H  0.539  2.604  -3.189  0.120
H  -2.230  0.682  2.329  0.141
H  -2.661  -1.631  3.610  0.123
H  -2.208  -4.078  3.734  0.117
H  -0.577  -5.089  2.133  0.114
H  0.575  -3.594  0.501  0.124
N  0.005  -1.410  -3.517  0.152
C  1.285  -1.373  -3.004  -0.467
N  2.365  -1.409  -3.759  0.040
N  3.386  -1.332  -2.880  -0.078
N  2.953  -1.250  -1.680  -0.082
N  1.597  -1.276  -1.711  -0.106
C  -1.131  -1.487  -2.752  -0.457
N  -2.309  -1.907  -3.173  0.044
N  -3.076  -1.923  -2.059  -0.079
N  -2.412  -1.549  -1.031  -0.057
N  -1.165  -1.225  -1.448  -0.104
H  -0.092  -1.501  -4.514  0.145
N  5.928  -0.399  4.293  0.170
C  6.641  0.146  5.343  -0.189
C  7.809  -0.248  5.991  -0.021
C  8.240  0.560  7.021  -0.090
C  7.537  1.720  7.398  -0.089
C  6.382  2.100  6.751  -0.012
C  5.931  1.295  5.704  -0.222
N  4.817  1.444  4.893  0.184
C  4.857  0.427  4.079  -0.279
C  3.851  0.194  3.031  -0.116
C  2.805  1.103  2.896  0.021
C  1.865  0.894  1.912  -0.079
N  1.910  -0.159  1.077  -0.030
C  2.914  -1.029  1.202  -0.113
C  3.899  -0.885  2.161  0.017
H  6.164  -1.228  3.779  0.152
H  8.352  -1.140  5.708  0.109
H  9.145  0.300  7.553  0.102
H  7.917  2.322  8.212  0.101
H  5.834  2.988  7.034  0.113
H  2.742  1.963  3.545  0.119
H  1.056  1.594  1.764  0.105
H  2.935  -1.845  0.497  0.084
H  4.689  -1.622  2.191  0.113

***

(4)
Here is a cluster of 3 separate species, C26H62FNO11P3S in total in a non-equilibrium geometry from the Open Molecules 2025 dataset. Energies are from ωB97M-V/def2-TZVPD.

For the HOMO-LUMO gap, the calculation gives 4.40 eV. As for the LUMO energy: -0.33 eV. The calculation puts the total energy at -3432.0461 Eh. The net charge is -1. As for the multiplicity: 1.

Each line ends with the Löwdin charge.
CARTESIAN COORDINATES (ANGSTROEM)
C  1.797  3.958  4.339  -0.149
C  1.984  2.420  3.799  -0.246
C  0.619  1.477  3.997  -0.218
C  0.217  0.825  2.548  -0.210
C  -1.330  0.299  2.424  -0.209
C  -2.476  1.394  2.842  -0.219
C  -2.673  2.613  1.715  -0.212
C  -1.823  3.891  2.289  -0.238
C  -1.340  4.974  1.157  -0.281
P  -0.350  4.211  -0.305  0.522
N  -1.915  4.166  -1.186  -0.163
C  0.699  3.685  -1.831  -0.286
F  -0.141  3.295  -3.020  -0.180
C  1.673  2.367  -1.533  -0.211
C  3.123  2.690  -2.266  -0.147
O  1.099  4.395  0.707  -0.322
C  2.011  5.519  0.318  -0.343
O  2.901  6.066  1.386  -0.095
C  0.984  6.611  -0.416  -0.594
S  1.869  7.821  -1.543  0.657
O  -0.173  5.844  -0.982  -0.391
H  2.297  4.057  5.412  0.069
H  2.436  4.684  3.640  0.070
H  0.701  4.366  4.311  0.067
H  2.332  2.462  2.660  0.107
H  2.825  1.921  4.482  0.098
H  0.863  0.632  4.804  0.107
H  -0.215  2.149  4.482  0.084
H  0.545  1.592  1.714  0.084
H  0.912  -0.132  2.385  0.106
H  -1.524  -0.081  1.332  0.087
H  -1.458  -0.630  3.149  0.111
H  -2.304  1.901  3.901  0.101
H  -3.520  0.825  2.882  0.098
H  -3.832  2.890  1.719  0.108
H  -2.402  2.278  0.627  0.077
H  -0.906  3.578  2.977  0.078
H  -2.561  4.478  3.021  0.108
H  -2.214  5.685  0.765  0.093
H  -0.584  5.714  1.709  0.078
H  -0.349  2.842  0.158  0.033
H  -2.180  3.199  -1.476  0.022
H  -1.915  4.836  -2.004  0.047
H  1.417  4.536  -2.230  0.112
H  1.145  1.451  -2.050  0.104
H  1.770  2.115  -0.390  0.088
H  2.896  2.670  -3.438  0.085
H  3.947  1.895  -2.013  0.057
H  3.511  3.796  -2.037  0.063
H  2.810  5.228  -0.515  0.121
H  3.814  6.168  0.955  0.109
H  0.467  7.170  0.473  0.116
H  1.601  9.087  -0.979  -0.133
O  -2.790  -2.951  0.299  -0.219
P  -3.583  -3.199  -1.008  0.755
O  -4.886  -2.284  -0.551  -0.234
C  -4.773  -0.877  -0.649  -0.303
C  -5.021  -0.419  -2.072  -0.084
O  -4.198  -4.666  -0.512  -0.238
C  -3.402  -5.535  0.281  -0.315
C  -3.823  -5.448  1.739  -0.075
O  -4.469  -3.477  -2.468  -0.219
C  -3.817  -4.265  -3.451  -0.305
C  -4.214  -5.724  -3.332  -0.078
H  -3.791  -0.546  -0.296  0.101
H  -5.528  -0.443  0.012  0.121
H  -4.225  -0.770  -2.737  0.066
H  -5.059  0.672  -2.128  0.080
H  -5.962  -0.828  -2.454  0.080
H  -2.335  -5.324  0.152  0.105
H  -3.568  -6.557  -0.078  0.108
H  -3.767  -4.422  2.115  0.074
H  -3.190  -6.084  2.362  0.074
H  -4.864  -5.766  1.853  0.077
H  -2.731  -4.143  -3.382  0.110
H  -4.134  -3.884  -4.427  0.116
H  -3.673  -6.207  -2.515  0.058
H  -3.969  -6.270  -4.249  0.076
H  -5.284  -5.831  -3.124  0.089
O  3.214  -1.239  -1.028  -0.214
P  3.778  -2.677  -0.921  0.747
O  3.775  -2.945  -2.556  -0.236
C  4.820  -2.374  -3.322  -0.310
C  6.069  -3.229  -3.240  -0.093
O  2.299  -3.377  -0.612  -0.237
C  1.340  -2.686  0.176  -0.300
C  0.280  -2.060  -0.715  -0.069
O  4.409  -4.284  -0.802  -0.228
C  4.717  -4.736  0.507  -0.310
C  3.556  -5.511  1.103  -0.077
H  5.023  -1.351  -2.991  0.106
H  4.475  -2.328  -4.359  0.119
H  6.481  -3.218  -2.227  0.064
H  6.836  -2.862  -3.928  0.074
H  5.843  -4.272  -3.484  0.081
H  1.819  -1.942  0.821  0.097
H  0.864  -3.418  0.838  0.112
H  0.723  -1.392  -1.460  0.073
H  -0.440  -1.493  -0.121  0.052
H  -0.255  -2.836  -1.271  0.059
H  5.001  -3.894  1.147  0.110
H  5.585  -5.397  0.420  0.113
H  2.783  -4.830  1.465  0.060
H  3.887  -6.110  1.957  0.076
H  3.091  -6.168  0.360  0.089